1.
This record from the Open Molecules 2025 dataset describes C29H26BN11S2V as an isolated structure. The level of theory is the ωB97M-V functional and the def2-TZVPD basis.

2S+1: 3
total charge: +1
Kohn-Sham gap (spin up / spin down): 6.260 / 7.020 eV
energy above the lowest of the compared OMol25 structures with the same formula, charge and spin: 505.49 kJ/mol
⟨S²⟩: 2.035
HOMO (spin up / spin down): -9.57 / -9.57 eV
F_max: 0.1057 Eh/bohr

Each line ends with the Mulliken spin population.
Atoms and positions in Å:
V (0.41776, -1.14823, 0.66214)  2.076
C (-1.46964, -4.98854, -0.00447)  -0.003
C (-0.41715, -4.24759, 0.52749)  0.019
N (-0.68238, -2.94324, 0.47247)  -0.006
N (-1.91995, -2.82263, -0.08456)  0.001
C (-2.39034, -4.03875, -0.39181)  0.023
B (-2.53797, -1.42553, -0.43012)  -0.050
N (-1.66915, -0.82523, -1.54010)  0.033
C (-1.92552, -0.44505, -2.80198)  0.018
C (-0.73406, -0.05864, -3.39753)  -0.003
C (0.22570, -0.23678, -2.40533)  0.028
N (-0.33467, -0.69170, -1.28926)  -0.053
N (-2.44557, -0.52141, 0.83429)  0.039
C (-3.41202, 0.19895, 1.41533)  0.027
C (-2.87210, 0.86512, 2.50970)  0.000
C (-1.53241, 0.48098, 2.51594)  0.015
N (-1.28557, -0.34251, 1.50343)  -0.064
N (-4.00150, -1.57333, -0.76799)  0.001
C (-4.91746, -2.25059, -0.01037)  0.000
C (-6.16248, -1.95281, -0.49170)  0.000
C (-5.91745, -1.04403, -1.54164)  0.000
N (-4.63029, -0.81732, -1.69635)  0.000
H (-1.54720, -6.05604, -0.09510)  0.000
H (0.51054, -4.59919, 0.94201)  0.000
H (-3.34566, -4.14773, -0.87514)  0.002
H (-2.93080, -0.46941, -3.17893)  0.002
H (-0.58871, 0.29557, -4.40091)  0.000
H (1.28952, -0.05326, -2.42220)  -0.002
H (-4.41765, 0.19138, 1.02791)  0.003
H (-3.38008, 1.51010, 3.20197)  0.000
H (-0.74306, 0.73977, 3.20619)  -0.002
H (-4.61201, -2.87679, 0.81116)  -0.001
H (-7.10654, -2.32978, -0.14208)  0.000
H (-6.62626, -0.55917, -2.19279)  0.000
S (4.12888, 0.69276, 0.06236)  0.002
C (3.87494, -1.07058, 0.03713)  -0.011
C (4.69520, -1.87432, -0.73012)  0.012
C (4.53648, -3.25943, -0.73337)  -0.021
C (3.57345, -3.84957, 0.05253)  0.009
C (2.75463, -3.05689, 0.85719)  -0.064
C (2.87352, -1.67151, 0.85613)  0.051
N (1.96275, -0.93402, 1.63236)  -0.046
C (2.66490, 1.25568, -0.61369)  0.015
C (2.28024, 2.42956, -1.35824)  0.001
C (2.70637, 3.21136, -2.44143)  0.001
C (1.81461, 4.14865, -2.92204)  -0.001
C (0.51834, 4.34579, -2.39892)  0.002
C (0.07826, 3.60663, -1.31846)  -0.001
C (1.00545, 2.72364, -0.79535)  -0.005
H (5.45651, -1.41021, -1.34296)  0.000
H (5.18343, -3.87099, -1.34809)  -0.001
H (3.47211, -4.92649, 0.07452)  0.000
H (2.07278, -3.49821, 1.57313)  -0.007
H (3.67589, 3.08002, -2.90054)  0.000
H (2.12051, 4.75892, -3.76256)  0.000
H (-0.13430, 5.07885, -2.84971)  0.000
H (-0.91472, 3.73110, -0.90678)  0.000
C (1.12919, 4.66090, 1.67617)  0.000
N (1.67155, 3.46784, 2.31999)  0.000
C (2.31406, 3.45971, 3.52968)  0.000
C (2.66272, 2.16058, 3.78657)  0.000
N (2.24959, 1.37411, 2.75113)  0.002
C (1.65487, 2.17654, 1.89930)  -0.017
S (1.14714, 1.43811, 0.38733)  -0.025
H (1.16824, 5.47009, 2.39986)  0.000
H (0.09512, 4.49102, 1.38612)  0.000
H (1.71724, 4.92429, 0.80051)  0.000
H (2.45844, 4.36445, 4.09358)  0.000
H (3.18779, 1.75685, 4.63422)  0.000
H (2.25596, -0.20185, 2.14274)  0.002

2.
This record from the Open Molecules 2025 dataset describes a 13-piece molecular cluster, C5H39N2O12 overall. The level of theory is the ωB97M-V functional and the def2-TZVPD basis.

2S+1: 2
total charge: 0
Kohn-Sham gap (spin up / spin down): 2.258 / 9.808 eV
energy above the lowest of the compared OMol25 structures with the same formula, charge and spin: 0.00 kJ/mol
⟨S²⟩: 0.750
HOMO (spin up / spin down): -2.17 / -9.77 eV
F_max: 0.0703 Eh/bohr

Each line ends with the Mulliken spin population.
Atoms and positions in Å:
N (-1.15230, -2.37571, 0.69733)  -0.040
C (-0.46846, -1.13950, 0.09888)  0.275
C (-0.10875, -1.55786, -1.35895)  0.127
C (-1.36926, 0.02787, 0.21742)  -0.141
N (-1.22156, 0.62412, 1.56827)  -0.098
C (-2.35021, 1.46707, 1.88235)  0.162
C (-3.41777, 0.67786, 2.65639)  -0.005
H (-0.25366, -2.83380, 0.98252)  -0.029
H (-1.75013, -2.24583, 1.48417)  -0.018
H (-1.66344, -2.93294, -0.01561)  0.017
H (0.48774, -1.00477, 0.67749)  0.155
H (0.19576, -0.76116, -2.03521)  0.032
H (-1.04514, -1.93278, -1.80362)  -0.058
H (0.77489, -2.17528, -1.50475)  0.026
H (-1.22554, 0.84707, -0.59561)  0.162
H (-2.42940, -0.31954, 0.10261)  -0.041
H (-0.40097, 1.23391, 1.67840)  -0.008
H (-2.13746, 2.48479, 2.40249)  0.011
H (-2.91972, 1.96900, 0.97798)  0.014
H (-4.00995, 0.03407, 1.93391)  -0.003
H (-4.25235, 1.35121, 2.91937)  -0.004
H (-3.06789, 0.04033, 3.47558)  -0.002
H (3.87530, 0.52556, -0.03365)  0.049
H (2.49594, 1.20353, 0.38453)  0.081
O (3.27226, 0.73601, 0.70980)  0.099
H (2.89632, 0.87872, -3.29275)  0.119
H (2.88027, -0.28910, -2.14939)  0.101
O (2.77335, 0.67185, -2.38174)  -0.211
H (-1.42780, -1.34731, 4.46864)  0.007
H (-1.06152, -0.67245, 3.16632)  0.003
O (-1.39348, -1.50137, 3.52728)  -0.003
H (-0.35187, 1.35261, -2.99450)  0.152
H (-0.58118, 0.69662, -4.32083)  0.014
O (-1.01550, 0.83817, -3.45629)  0.059
H (1.64641, 1.73085, -1.74369)  0.147
H (0.75512, 2.92413, -2.15598)  0.033
O (0.71952, 2.00602, -1.84058)  0.206
H (1.17949, 5.13488, -0.45551)  0.165
H (2.10401, 5.01566, -1.64094)  0.029
O (1.22306, 4.76141, -1.30548)  -0.170
H (-2.86849, -0.09865, -3.26581)  0.002
H (-2.61390, 0.52695, -2.06462)  0.010
O (-3.37504, 0.03713, -2.43234)  0.011
H (2.15536, -2.54350, 1.75563)  0.011
H (1.44928, -3.67662, 2.31747)  0.000
O (1.61314, -3.28957, 1.48035)  0.000
H (3.95911, -2.32531, -0.13228)  0.038
H (4.20370, -2.33928, -1.54943)  0.016
O (3.61408, -1.92424, -0.93173)  -0.086
H (1.03843, 3.49818, 0.26339)  0.117
H (2.50651, 3.40646, 0.73397)  0.238
O (1.75585, 2.87801, 0.44524)  -0.817
H (3.03986, -0.73437, 1.62929)  0.016
H (3.72876, -0.88724, 3.01644)  -0.006
O (3.36189, -1.37729, 2.29968)  0.046
H (-3.14444, -1.67588, -1.73611)  0.001
H (-3.55357, -3.15276, -1.60050)  0.005
O (-3.07466, -2.46594, -1.15532)  -0.017

3.
This record from the Open Molecules 2025 dataset describes C52H53Cl4GeNO2PSbY as an isolated structure. The level of theory is the ωB97M-V functional and the def2-TZVPD basis.

total charge: -1
Kohn-Sham gap: 5.655 eV
energy above the lowest of the compared OMol25 structures with the same formula, charge and spin: 161.62 kJ/mol
HOMO: -3.55 eV
F_max: 0.0190 Eh/bohr

Each line ends with the Mulliken charge.
Atoms and positions in Å:
Y (-0.46612, 0.81444, -0.99425)  -0.407
N (-1.88280, -1.36027, -0.65739)  0.325
C (-2.23171, -1.81881, 0.67537)  -0.045
C (-3.42405, -2.48326, 0.90819)  -0.547
C (-3.69616, -2.97173, 2.17986)  -0.749
C (-2.75707, -2.81903, 3.19126)  -0.946
C (-1.56898, -2.14348, 2.93943)  -0.412
C (-1.30798, -1.60663, 1.68744)  0.135
P (0.19141, -0.58197, 1.29064)  3.109
C (0.97455, -2.06915, 0.31775)  0.748
C (1.35148, -1.82582, -1.00591)  0.068
C (1.81322, -2.83410, -1.84706)  -1.138
C (1.84784, -4.14302, -1.38882)  -0.740
C (1.43015, -4.42405, -0.09400)  -0.786
C (1.01147, -3.39899, 0.74546)  0.008
C (-1.11621, 1.10435, 2.14905)  1.015
C (-1.58606, 2.23010, 1.47950)  -0.660
C (-2.31235, 3.26280, 2.08057)  -1.017
C (-2.61922, 3.17839, 3.42376)  -0.609
C (-2.18504, 2.06295, 4.13917)  -0.893
C (-1.45910, 1.06376, 3.51040)  -0.286
H (-1.10947, -1.95646, -0.97220)  0.266
H (-2.65310, -1.56060, -1.28919)  0.018
H (-4.13407, -2.63408, 0.09976)  0.462
H (-4.62967, -3.48566, 2.37158)  0.392
H (-2.95603, -3.22050, 4.17774)  0.444
H (-0.82015, -2.00803, 3.71498)  0.465
H (1.34041, -0.82219, -1.45072)  -0.355
H (2.12869, -2.59287, -2.85540)  0.551
H (2.19400, -4.93855, -2.03786)  0.358
H (1.45147, -5.44386, 0.27394)  0.382
H (0.71447, -3.63116, 1.76301)  0.387
H (-1.38922, 2.42776, 0.41584)  0.295
H (-2.61768, 4.12706, 1.49953)  0.520
H (-3.17647, 3.96768, 3.91350)  0.353
H (-2.40995, 1.98350, 5.19796)  0.409
H (-1.12140, 0.22257, 4.10989)  0.216
Cl (1.73358, 3.13036, -7.25564)  -0.237
C (1.53080, 2.91080, -5.55149)  0.200
C (2.17743, 3.74493, -4.65590)  0.350
Cl (3.20368, 5.01379, -5.22626)  -0.218
C (1.99215, 3.56581, -3.27631)  0.139
Cl (2.75153, 4.61273, -2.13015)  -0.202
C (1.16183, 2.56608, -2.79423)  0.456
O (0.91864, 2.34712, -1.51160)  -1.412
C (0.52440, 1.68142, -3.71589)  -0.639
O (-0.23721, 0.73242, -3.19465)  -0.470
C (0.70457, 1.88353, -5.07447)  0.415
Cl (-0.13259, 0.83404, -6.17263)  -0.210
C (-4.63843, 3.35534, -4.31842)  -1.480
C (-3.27345, 2.81102, -3.90946)  0.586
C (-2.31909, 3.94013, -3.51990)  -1.442
Sb (-3.33845, 1.36419, -2.29886)  1.320
C (-5.21668, 1.81204, -1.32589)  0.391
C (-5.08784, 3.11355, -0.53750)  -1.528
C (-5.57986, 0.64635, -0.40819)  -1.483
C (-3.97770, -0.42238, -3.36537)  0.521
C (-5.08109, -0.14127, -4.37903)  -1.731
C (-2.79318, -1.12236, -4.02720)  -1.172
H (-4.52510, 4.04779, -5.15865)  0.449
H (-5.10392, 3.91028, -3.50110)  0.230
H (-5.32956, 2.57089, -4.62308)  0.315
H (-2.83109, 2.24942, -4.73819)  0.374
H (-2.70105, 4.50629, -2.66565)  0.236
H (-2.19908, 4.63867, -4.35360)  0.444
H (-1.32767, 3.56573, -3.26045)  0.278
H (-5.97448, 1.92574, -2.10449)  0.509
H (-4.34378, 3.01323, 0.25566)  0.216
H (-6.04025, 3.36953, -0.06228)  0.480
H (-4.79558, 3.95323, -1.17164)  0.257
H (-4.79452, 0.46432, 0.33174)  0.268
H (-5.74355, -0.27945, -0.96405)  0.280
H (-6.49961, 0.86739, 0.14263)  0.500
H (-4.39421, -1.06264, -2.57936)  0.213
H (-4.71079, 0.48861, -5.19036)  0.310
H (-5.94534, 0.34949, -3.92823)  0.372
H (-5.42358, -1.07942, -4.82742)  0.485
H (-2.32589, -0.48071, -4.77585)  0.211
H (-3.12921, -2.03710, -4.52600)  0.495
H (-2.00159, -1.38491, -3.32465)  0.061
C (1.35246, -0.38082, 2.54966)  -1.653
Ge (3.14154, -0.96902, 2.51780)  2.319
C (3.52508, -2.85576, 2.98274)  0.131
C (3.92102, -3.82594, 2.06298)  0.053
C (4.17599, -5.13403, 2.45983)  -0.918
C (4.03538, -5.49867, 3.79111)  -0.582
C (3.63767, -4.54748, 4.72202)  -0.635
C (3.39036, -3.24255, 4.31723)  -0.872
C (4.08166, 0.03765, 3.93222)  -0.125
C (5.44397, 0.32020, 3.82425)  -0.299
C (6.11985, 1.00014, 4.82958)  -0.684
C (5.43901, 1.41287, 5.96739)  -0.447
C (4.08210, 1.14659, 6.08917)  -0.670
C (3.41253, 0.46638, 5.07872)  -0.378
C (4.11403, -0.56828, 0.83286)  0.298
C (5.21967, -1.26530, 0.34578)  -0.438
C (5.80882, -0.92965, -0.86873)  -0.714
C (5.30940, 0.12826, -1.61539)  -0.713
C (4.22755, 0.85405, -1.13338)  -0.225
C (3.63815, 0.50378, 0.07403)  -0.873
H (1.18283, 0.49343, 3.16825)  0.217
H (4.01137, -3.56803, 1.01390)  0.545
H (4.47854, -5.87070, 1.72402)  0.413
H (4.23487, -6.51749, 4.10140)  0.352
H (3.52283, -4.82247, 5.76418)  0.400
H (3.08621, -2.50746, 5.05517)  0.348
H (5.98268, 0.01085, 2.93452)  0.284
H (7.17733, 1.21331, 4.72368)  0.384
H (5.96221, 1.94605, 6.75237)  0.344
H (3.54371, 1.47476, 6.97088)  0.384
H (2.34909, 0.27253, 5.17556)  0.387
H (5.64105, -2.08355, 0.91887)  0.407
H (6.66021, -1.49563, -1.22932)  0.386
H (5.76238, 0.39132, -2.56399)  0.410
H (3.84189, 1.69388, -1.69468)  0.420
H (2.78425, 1.06968, 0.43659)  0.270